Arrangement a

Computed, not measured: a gas-phase ion, C4H10NO (charge -2), with ωB97M-V/def2-TZVPD.

Results
- HOMO-LUMO gap (alpha / beta) (eV) = 2.49 / 6.11
- E_HOMO (alpha / beta) (eV) = 4.6 / 0.8
- spin multiplicity = 2
- LUMO level (alpha / beta) (eV) = 7.1 / 6.9
- total charge = -2

Element x y z (Å)
C: 0.196 -0.557 -0.215
N: -1.062 0.152 -0.338
C: -2.115 -0.683 -0.324
O: -2.347 -1.554 1.026
C: 1.406 0.318 -0.562
C: 1.711 1.416 0.451
H: 0.298 -0.963 0.794
H: 0.221 -1.388 -0.952
H: -2.377 -0.811 1.640
H: -3.070 -0.164 -0.348
H: -2.130 -1.536 -1.050
H: 1.296 0.763 -1.550
H: 2.291 -0.322 -0.590
H: 0.926 2.146 0.608
H: 2.242 1.098 1.350
H: 2.514 2.085 0.060

***

Arrangement b

Computed, not measured: a gas-phase ion, C4H10NO (charge -2), with ωB97M-V/def2-TZVPD.

Results
- HOMO-LUMO gap (alpha / beta) (eV) = 2.85 / 7.05
- E_HOMO (alpha / beta) (eV) = 4.3 / 0.1
- spin multiplicity = 2
- LUMO level (alpha / beta) (eV) = 7.2 / 7.1
- total charge = -2

Element x y z (Å)
C: -2.036 -1.279 1.354
C: -1.046 0.006 1.281
N: 0.199 -0.168 0.551
C: 0.112 -0.289 -0.977
C: 1.077 0.844 -1.503
O: 2.161 0.960 -0.708
H: -1.769 -2.062 0.743
H: -3.067 -1.130 1.046
H: -2.031 -1.535 2.418
H: -1.783 0.759 0.667
H: -0.877 0.288 2.321
H: 1.007 0.427 0.603
H: -0.942 -0.197 -1.231
H: 0.426 -1.303 -1.434
H: 1.311 0.730 -2.678
H: 0.403 1.823 -1.584

***

What should be chosen as the most stable of them? Choose arrangement a.

***

Arrangement a

Computed, not measured: a single Cl2H2NOP molecule, with ωB97M-V/def2-TZVPD.

Results
- HOMO-LUMO gap (eV) = 10.20
- E_HOMO (eV) = -10.2
- LUMO level (eV) = 0.0

Element x y z (Å)
N: -0.209 0.013 0.746
P: 1.176 0.026 0.020
O: 0.921 -0.017 -1.570
Cl: 2.479 1.624 0.124
Cl: 2.401 -1.617 0.104
H: -0.147 -0.317 1.775
H: 0.611 -0.880 -1.964

***

Arrangement b

Computed, not measured: 2 unconnected molecules or ions with the total composition Cl2H2NOP, with ωB97M-V/def2-TZVPD.

Results
- HOMO-LUMO gap (alpha / beta) (eV) = 7.52 / 7.57
- E_HOMO (alpha / beta) (eV) = -9.8 / -9.7
- LUMO level (alpha / beta) (eV) = -2.2 / -2.2

Element x y z (Å)
N: 0.140 1.063 -0.189
O: -0.488 -2.045 -2.270
P: -0.138 -0.532 0.187
Cl: 1.264 -0.995 1.565
Cl: -1.793 -0.418 1.294
H: 0.510 1.678 0.524
H: 0.505 1.249 -1.111

***

What should be chosen as the most stable of them? Choose arrangement a.

***

Arrangement a

Computed, not measured: a single C2Br3ClF2 molecule, with ωB97M-V/def2-TZVPD.

Results
- HOMO-LUMO gap (alpha / beta) (eV) = 8.46 / 6.63
- E_HOMO (alpha / beta) (eV) = -10.4 / -9.4
- LUMO level (alpha / beta) (eV) = -2.0 / -2.7

Element x y z (Å)
C: -0.203 0.548 0.143
C: 0.784 -0.560 0.093
F: -0.868 0.531 1.296
F: -1.123 0.537 -0.837
Cl: 1.922 -0.702 -1.065
Br: 0.732 2.295 0.033
Br: 0.547 -1.971 1.311
Br: 1.614 -2.614 -2.848

***

Arrangement b

Computed, not measured: a molecular structure, C2Br3ClF2, with ωB97M-V/def2-TZVPD.

Results
- HOMO-LUMO gap (alpha / beta) (eV) = 7.63 / 7.30
- E_HOMO (alpha / beta) (eV) = -9.7 / -9.7
- LUMO level (alpha / beta) (eV) = -2.1 / -2.4

Element x y z (Å)
C: 0.894 -0.498 0.175
C: -0.193 0.517 0.143
F: 0.521 -1.621 -0.448
F: 1.212 -0.870 1.436
Cl: -3.312 -0.009 -1.460
Br: 2.529 0.170 -0.647
Br: -1.878 -0.016 0.513
Br: 0.227 2.327 0.288

***

What should be chosen as the most stable of them? Choose arrangement a.

***

Arrangement a

Computed, not measured: 2 unconnected molecules or ions with the total composition C6H13NS, with ωB97M-V/def2-TZVPD.

Results
- HOMO-LUMO gap (eV) = 9.40
- E_HOMO (eV) = -8.5
- LUMO level (eV) = 0.9

Element x y z (Å)
C: 2.357 1.533 -0.416
C: 2.621 2.046 0.777
N: 3.875 1.946 1.413
C: 4.380 0.808 1.598
H: 3.112 0.942 -0.920
H: 1.396 1.678 -0.880
H: 1.913 2.622 1.360
H: 5.369 0.709 2.035
H: 3.825 -0.099 1.336
C: -3.890 -2.038 -1.352
C: -2.583 -1.575 -0.736
S: -2.595 0.215 -0.449
C: -0.984 0.353 0.356
H: -3.861 -3.108 -1.562
H: -4.096 -1.489 -2.269
H: -4.724 -1.864 -0.670
H: -1.737 -1.815 -1.384
H: -2.396 -2.068 0.219
H: -0.979 -0.101 1.348
H: -0.227 -0.109 -0.273
H: -0.776 1.413 0.466

***

Arrangement b

Computed, not measured: a single C6H13NS molecule, with ωB97M-V/def2-TZVPD.

Results
- HOMO-LUMO gap (eV) = 9.70
- E_HOMO (eV) = -8.7
- LUMO level (eV) = 1.0

Element x y z (Å)
C: 0.093 -2.450 -1.324
C: 0.875 -1.076 -1.445
S: 0.199 -0.127 -2.771
C: 0.997 -0.258 -0.025
N: -0.317 0.300 0.413
C: -0.576 1.831 0.147
C: -0.962 1.901 1.674
C: -0.239 0.626 1.890
H: -0.182 -2.835 -2.370
H: -0.784 -2.061 -0.897
H: 0.538 -3.137 -0.586
H: 1.938 -1.440 -1.447
H: -0.977 -0.367 -2.154
H: 1.321 -0.976 0.657
H: 1.870 0.431 -0.054
H: 0.285 2.501 0.054
H: -1.488 1.925 -0.529
H: -0.545 2.764 2.148
H: -1.904 1.721 1.831
H: -0.841 -0.016 2.601
H: 0.698 0.743 2.189

***

What should be chosen as the most stable of them? Choose arrangement a.

***

Arrangement a

Computed, not measured: a molecular structure, C4H6Cl2O, with ωB97M-V/def2-TZVPD.

Results
- HOMO-LUMO gap (eV) = 8.56
- E_HOMO (eV) = -8.0
- LUMO level (eV) = 0.6

Element x y z (Å)
C: -0.583 -0.200 1.236
C: 0.019 0.578 0.141
C: -0.775 -0.366 -0.710
C: 1.517 0.504 0.137
O: -0.505 -1.562 -1.106
Cl: -0.419 2.293 -0.176
Cl: -2.292 0.071 -1.469
H: -0.008 -1.015 1.590
H: -1.577 0.147 1.474
H: 1.810 -0.493 0.037
H: 1.991 0.898 1.094
H: 2.034 1.181 -0.713
H: -1.212 -2.035 -1.534

***

Arrangement b

Computed, not measured: a single C4H6Cl2O molecule, with ωB97M-V/def2-TZVPD.

Results
- HOMO-LUMO gap (eV) = 10.06
- E_HOMO (eV) = -9.4
- LUMO level (eV) = 0.7

Element x y z (Å)
C: 1.953 -0.243 0.769
C: 0.834 -0.261 -0.564
O: 1.371 -0.431 -1.619
C: -0.904 -0.171 -0.777
Cl: -1.359 -1.792 -0.338
C: -1.533 0.841 0.148
Cl: -3.278 0.518 0.126
H: 2.931 -0.587 0.355
H: 1.599 -1.055 1.391
H: 1.797 0.617 1.392
H: -0.893 0.167 -1.824
H: -1.189 0.645 1.158
H: -1.329 1.751 -0.217

***

What should be chosen as the most stable of them? Choose arrangement b.

***

Arrangement a

Computed, not measured: 14 unconnected molecules or ions with the total composition C70H70N14, with ωB97M-V/def2-TZVPD.

Results
- HOMO-LUMO gap (eV) = 9.24
- E_HOMO (eV) = -8.8
- LUMO level (eV) = 0.5

Element x y z (Å)
N: -1.660 -3.408 -5.075
C: -2.380 -3.270 -6.243
C: -3.505 -2.477 -6.380
C: -3.999 -1.853 -5.243
C: -3.362 -2.049 -4.008
C: -2.251 -2.907 -3.937
H: -2.041 -3.743 -7.153
H: -4.078 -2.400 -7.292
H: -4.800 -1.147 -5.406
H: -3.696 -1.518 -3.128
H: -1.632 -3.002 -3.058
N: -0.894 -3.579 3.437
C: -1.012 -2.344 2.890
C: -0.123 -1.310 3.146
C: 0.991 -1.577 3.977
C: 1.124 -2.861 4.512
C: 0.149 -3.858 4.232
H: -1.821 -2.151 2.201
H: -0.307 -0.309 2.787
H: 1.702 -0.844 4.329
H: 1.926 -3.109 5.191
H: 0.292 -4.885 4.533
N: 1.961 5.629 0.328
C: 1.644 4.697 -0.663
C: 2.362 4.616 -1.827
C: 3.457 5.454 -2.091
C: 3.706 6.421 -1.150
C: 3.014 6.417 0.043
H: 0.740 4.140 -0.465
H: 2.074 3.924 -2.603
H: 4.063 5.429 -2.985
H: 4.554 7.083 -1.247
H: 3.220 7.193 0.765
N: 3.655 -5.257 -3.738
C: 3.259 -5.040 -2.491
C: 2.311 -4.120 -2.184
C: 1.737 -3.343 -3.250
C: 2.271 -3.460 -4.533
C: 3.222 -4.493 -4.775
H: 3.863 -5.585 -1.780
H: 1.982 -3.986 -1.164
H: 0.960 -2.627 -3.026
H: 1.903 -2.836 -5.333
H: 3.503 -4.640 -5.807
N: -2.661 -4.993 -1.002
C: -2.832 -4.269 0.110
C: -3.413 -4.784 1.233
C: -3.887 -6.135 1.231
C: -3.698 -6.880 0.016
C: -3.013 -6.320 -0.993
H: -2.566 -3.223 0.088
H: -3.521 -4.196 2.133
H: -4.469 -6.577 2.026
H: -3.989 -7.910 -0.132
H: -2.870 -6.850 -1.924
N: 4.841 -4.460 0.716
C: 4.452 -5.780 0.860
C: 3.173 -6.181 1.219
C: 2.179 -5.185 1.460
C: 2.580 -3.844 1.324
C: 3.885 -3.537 0.899
H: 5.216 -6.533 0.739
H: 3.004 -7.235 1.386
H: 1.155 -5.420 1.711
H: 1.907 -3.053 1.620
H: 4.154 -2.493 0.835
N: 0.718 4.652 4.983
C: 0.311 3.453 5.284
C: 0.715 2.269 4.684
C: 1.734 2.395 3.743
C: 2.246 3.593 3.367
C: 1.705 4.767 4.013
H: -0.563 3.439 5.919
H: 0.252 1.325 4.929
H: 2.076 1.489 3.264
H: 2.937 3.746 2.552
H: 2.050 5.777 3.845
N: 5.414 1.553 -2.131
C: 6.413 0.794 -1.707
C: 6.353 -0.544 -1.390
C: 5.102 -1.127 -1.652
C: 4.022 -0.341 -2.125
C: 4.234 0.989 -2.427
H: 7.351 1.311 -1.564
H: 7.161 -1.111 -0.951
H: 5.056 -2.186 -1.446
H: 3.043 -0.747 -2.329
H: 3.423 1.641 -2.718
N: -3.063 3.313 1.240
C: -2.042 3.627 2.152
C: -1.319 4.824 2.095
C: -1.773 5.841 1.225
C: -2.831 5.579 0.329
C: -3.507 4.317 0.385
H: -1.847 2.831 2.855
H: -0.520 5.099 2.767
H: -1.421 6.860 1.270
H: -3.161 6.389 -0.305
H: -4.381 4.074 -0.202
N: 4.200 -0.234 2.181
C: 4.519 -0.360 3.475
C: 5.200 0.618 4.196
C: 5.661 1.736 3.563
C: 5.378 1.882 2.170
C: 4.624 0.902 1.549
H: 4.164 -1.279 3.917
H: 5.490 0.423 5.217
H: 6.194 2.492 4.121
H: 5.810 2.693 1.603
H: 4.528 0.868 0.474
N: -4.174 1.586 -2.265
C: -4.988 1.562 -3.379
C: -6.371 1.470 -3.220
C: -6.981 1.458 -1.938
C: -6.135 1.410 -0.847
C: -4.740 1.498 -0.997
H: -4.566 1.713 -4.362
H: -6.837 1.556 -4.190
H: -8.050 1.574 -1.841
H: -6.611 1.213 0.102
H: -4.092 1.417 -0.136
N: -1.902 3.539 -5.375
C: -1.737 4.831 -5.149
C: -1.363 5.413 -3.898
C: -1.301 4.592 -2.767
C: -1.568 3.192 -2.989
C: -1.880 2.726 -4.256
H: -1.733 5.447 -6.036
H: -1.143 6.468 -3.829
H: -0.988 4.976 -1.807
H: -1.444 2.572 -2.114
H: -2.049 1.673 -4.423
N: -4.182 -1.148 2.534
C: -4.991 -1.818 3.424
C: -5.284 -1.398 4.750
C: -4.630 -0.230 5.197
C: -3.819 0.484 4.329
C: -3.656 0.019 3.016
H: -5.471 -2.755 3.186
H: -5.871 -2.037 5.393
H: -4.781 0.040 6.232
H: -3.248 1.369 4.570
H: -3.066 0.571 2.299
N: 0.055 -1.522 -0.606
C: 1.157 -0.947 -0.115
C: 1.165 0.342 0.353
C: -0.051 1.088 0.355
C: -1.149 0.535 -0.241
C: -1.060 -0.726 -0.792
H: 2.091 -1.488 -0.130
H: 2.046 0.837 0.734
H: -0.039 2.125 0.654
H: -2.077 1.082 -0.314
H: -1.852 -1.102 -1.423

***

Arrangement b

Computed, not measured: 14 unconnected molecules or ions with the total composition C70H70N14, with ωB97M-V/def2-TZVPD.

Results
- HOMO-LUMO gap (eV) = 9.63
- E_HOMO (eV) = -9.1
- LUMO level (eV) = 0.5

Element x y z (Å)
N: -6.081 21.450 6.635
C: -5.606 21.177 5.462
C: -5.241 19.881 5.086
C: -5.287 18.881 6.035
C: -5.725 19.217 7.327
C: -6.122 20.524 7.551
H: -5.595 21.982 4.735
H: -4.894 19.599 4.098
H: -5.014 17.867 5.799
H: -5.813 18.512 8.151
H: -6.516 20.805 8.515
N: 0.389 22.544 10.428
C: -0.676 22.831 11.169
C: -1.022 24.069 11.667
C: -0.165 25.106 11.307
C: 0.917 24.903 10.459
C: 1.152 23.561 10.031
H: -1.191 21.915 11.361
H: -1.903 24.224 12.265
H: -0.424 26.094 11.685
H: 1.501 25.685 10.032
H: 1.887 23.172 9.340
N: -7.301 24.906 13.934
C: -7.874 25.941 14.582
C: -9.239 26.251 14.621
C: -10.065 25.515 13.798
C: -9.511 24.455 13.054
C: -8.154 24.167 13.203
H: -7.197 26.525 15.176
H: -9.574 27.074 15.238
H: -11.124 25.726 13.749
H: -10.145 23.836 12.411
H: -7.712 23.289 12.686
N: -3.267 26.506 12.744
C: -4.507 26.016 12.508
C: -5.495 26.647 11.703
C: -5.110 27.900 11.209
C: -3.832 28.405 11.402
C: -2.957 27.638 12.185
H: -4.708 25.064 12.964
H: -6.503 26.243 11.633
H: -5.779 28.571 10.673
H: -3.510 29.340 10.982
H: -1.930 27.938 12.355
N: -4.148 24.923 8.784
C: -3.057 25.606 8.876
C: -2.279 26.087 7.809
C: -2.749 25.817 6.523
C: -3.966 25.108 6.414
C: -4.587 24.617 7.585
H: -2.770 25.871 9.895
H: -1.321 26.629 7.914
H: -2.239 26.138 5.618
H: -4.318 24.839 5.433
H: -5.423 23.966 7.612
N: -3.057 16.345 7.276
C: -1.760 16.359 7.647
C: -1.346 16.629 8.953
C: -2.304 16.853 9.921
C: -3.646 16.752 9.563
C: -3.950 16.463 8.230
H: -1.093 16.176 6.835
H: -0.312 16.668 9.271
H: -2.150 17.099 10.968
H: -4.391 16.988 10.297
H: -4.969 16.331 7.890
N: -2.927 16.282 13.613
C: -4.195 16.567 13.346
C: -4.832 17.704 13.842
C: -4.083 18.605 14.619
C: -2.760 18.336 14.889
C: -2.243 17.173 14.319
H: -4.726 15.858 12.718
H: -5.843 17.953 13.544
H: -4.451 19.572 14.945
H: -2.120 19.017 15.430
H: -1.185 16.978 14.336
N: -9.977 20.870 8.876
C: -10.655 19.810 9.102
C: -10.855 19.287 10.384
C: -10.175 19.876 11.461
C: -9.499 21.075 11.203
C: -9.416 21.491 9.888
H: -11.161 19.367 8.228
H: -11.340 18.317 10.485
H: -10.200 19.497 12.466
H: -9.041 21.664 11.977
H: -8.834 22.359 9.634
N: -6.382 21.829 11.445
C: -5.435 22.578 10.871
C: -4.230 22.064 10.404
C: -3.991 20.704 10.510
C: -4.886 19.904 11.176
C: -6.080 20.521 11.639
H: -5.604 23.636 10.666
H: -3.447 22.708 10.021
H: -3.051 20.269 10.173
H: -4.694 18.838 11.364
H: -6.843 19.998 12.222
N: -7.007 16.625 9.658
C: -6.754 15.373 10.107
C: -7.084 14.868 11.386
C: -7.816 15.725 12.226
C: -8.095 17.049 11.793
C: -7.700 17.385 10.518
H: -6.240 14.665 9.475
H: -6.948 13.822 11.597
H: -8.152 15.368 13.196
H: -8.639 17.815 12.319
H: -8.074 18.307 10.107
N: -8.171 19.931 14.307
C: -8.472 18.970 15.163
C: -8.031 18.909 16.483
C: -7.151 19.896 16.887
C: -6.825 20.935 16.046
C: -7.406 20.906 14.759
H: -9.109 18.186 14.778
H: -8.414 18.104 17.093
H: -6.764 19.870 17.919
H: -6.149 21.727 16.247
H: -7.255 21.699 14.061
N: -3.281 23.401 16.079
C: -4.167 23.102 15.156
C: -3.932 22.247 14.060
C: -2.664 21.685 13.928
C: -1.649 21.965 14.894
C: -2.062 22.830 15.932
H: -5.064 23.663 15.332
H: -4.773 22.091 13.431
H: -2.462 21.060 13.066
H: -0.615 21.649 14.872
H: -1.362 23.186 16.687
N: -0.388 19.628 12.269
C: 0.544 19.179 13.070
C: 1.791 18.701 12.725
C: 1.998 18.503 11.334
C: 0.974 18.856 10.443
C: -0.149 19.462 10.977
H: 0.280 19.316 14.118
H: 2.605 18.419 13.349
H: 2.938 18.017 10.987
H: 1.025 18.683 9.357
H: -1.010 19.776 10.424
N: -0.505 21.813 6.304
C: -0.035 20.577 6.546
C: -0.750 19.502 7.065
C: -2.089 19.753 7.365
C: -2.657 20.973 7.002
C: -1.779 21.963 6.492
H: 0.978 20.462 6.241
H: -0.165 18.576 7.222
H: -2.705 18.921 7.730
H: -3.742 21.117 7.096
H: -2.126 22.963 6.215

***

What should be chosen as the most stable of them? Choose arrangement b.